1.
Formula: C32H33N3NiP2S2
Source: the Open Molecules 2025 dataset
Level of theory: ωB97M-V/def2-TZVPD

Last column: Löwdin spin population.
Geometry (Å):
Ni 0.1473 -1.1348 -0.1896  1.47
S 2.5185 -1.1808 -0.5422  0.09
P 1.8267 0.8001 -0.7026  0.03
C 0.1903 0.6765 -0.0949  0.14
P -1.4641 1.1433 -0.2742  0.04
S -2.1322 -0.8761 -0.1785  0.13
C -2.0152 2.1100 1.1674  0.01
C -3.3724 2.0575 1.4290  0.00
C -3.9190 2.5890 2.6097  0.00
C -3.0622 3.1041 3.5872  0.00
C -1.7148 3.1577 3.3284  0.00
C -1.1632 2.7369 2.1343  0.00
C -2.2207 1.9110 -1.7309  0.01
C -2.8208 3.1958 -1.5892  0.00
C -3.5717 3.7226 -2.6664  0.00
C -3.7487 2.9479 -3.8058  0.00
C -3.0808 1.7395 -3.9821  0.00
C -2.3323 1.2346 -2.9577  0.00
C 2.9362 1.6361 0.4021  0.00
C 4.0399 2.2387 -0.1595  0.00
C 5.1462 2.4755 0.6519  0.00
C 5.0316 2.5258 2.0382  0.00
C 3.8298 2.0606 2.5884  0.00
C 2.7635 1.6005 1.8015  0.00
C 1.8953 1.4028 -2.3899  0.00
C 1.9043 0.4676 -3.4634  0.00
C 2.0555 0.9805 -4.7417  0.00
C 2.2850 2.3744 -4.9190  0.00
C 2.2084 3.2977 -3.8455  0.00
C 1.8164 2.8026 -2.5908  0.00
H -4.0507 1.5847 0.7176  0.00
H -4.9904 2.6011 2.8130  0.00
H -3.4469 3.4889 4.5206  0.00
H -1.0810 3.5204 4.1320  0.00
H -0.1127 2.8634 1.9532  0.00
H -2.6497 3.7188 -0.6619  0.00
H -3.9664 4.7034 -2.6508  0.00
H -4.4159 3.3285 -4.5338  0.00
H -3.0551 1.1627 -4.9262  0.00
H -1.8224 0.2924 -3.0945  0.00
H 4.0574 2.4130 -1.2562  0.00
H 6.0569 2.9126 0.2256  0.00
H 5.8653 2.9838 2.5819  0.00
H 3.8255 2.0141 3.6764  0.00
H 1.8715 1.2351 2.2699  0.00
H 1.6859 -0.6056 -3.2018  0.00
H 1.9967 0.3548 -5.6772  0.00
H 2.4077 2.7999 -5.9099  0.00
H 2.4539 4.3479 -3.9886  0.00
H 1.4437 3.4604 -1.8044  0.00
C -0.3855 -4.5496 3.9382  0.00
C 0.3918 -3.2583 3.6660  0.00
N 0.2632 -2.8271 2.3001  0.00
C -0.1143 -3.6639 1.2566  0.00
N -0.1376 -3.0796 0.0514  0.03
C -0.1551 -3.8944 -1.1320  0.01
C -1.1317 -5.0739 -0.8973  0.00
C -0.6873 -5.8636 0.3288  0.00
N -0.4625 -4.9364 1.4660  0.00
C -0.1463 -5.5473 2.7818  0.00
H -1.4770 -4.4425 4.0913  0.00
H -0.0238 -5.0086 4.8802  0.00
H 1.4177 -3.4757 3.9372  0.00
H 0.1170 -2.4252 4.3200  0.00
H 0.4267 -1.8042 2.1537  0.00
H 0.9120 -4.2003 -1.3538  0.00
H -0.4966 -3.2443 -1.9628  0.00
H -1.1156 -5.8093 -1.7000  0.00
H -2.1561 -4.6557 -0.7656  0.00
H 0.2855 -6.3981 0.2600  0.00
H -1.4503 -6.5193 0.6708  0.00
H 0.8884 -5.8650 2.7364  0.00
H -0.8124 -6.4357 2.8737  0.00

Summary:
Energy relative to the best compared isomer or geometry (same formula, charge and spin) ... 0.000 eV
E_HOMO (alpha / beta) ... -0.2045 / -0.2632 hartree
Net charge ... 0
HOMO-LUMO gap (alpha / beta) ... 6.20 / 7.79 eV
Multiplicity ... 3
Total energy ... -4390.8143 Eh

***

2.
Formula: C5H15NO2
Source: the Open Molecules 2025 dataset
Level of theory: ωB97M-V/def2-TZVPD

Last column: natural (NBO) charge in e.
Geometry (Å):
C -0.3078 1.7372 -1.2093  -0.66
C 0.1212 0.4622 -0.5873  -0.26
C -0.5074 -0.0646 0.4920  0.17
C -1.4545 0.7476 1.3644  -0.68
N -0.3450 -1.4052 0.9740  -0.68
C -0.5038 -2.3993 -0.0562  -0.40
H 0.2610 2.0025 -2.0772  0.23
H -1.3988 1.6884 -1.2729  0.22
H -0.1327 2.6440 -0.6076  0.20
H 1.1191 -0.0368 -0.8152  0.26
H -2.1225 1.4843 0.8753  0.22
H -0.8444 1.3186 2.0514  0.20
H -2.1938 0.0517 1.8083  0.23
H 0.2999 -1.5369 1.7449  0.38
H -1.4303 -2.1003 -0.6152  0.19
H 0.2015 -2.3063 -0.9353  0.17
H -0.5197 -3.3720 0.4383  0.20
O 1.6731 -1.0637 -2.3367  -0.93
H 0.8118 -1.2951 -2.7004  0.47
H 2.2027 -1.7630 -2.7505  0.47
O 2.0476 1.6442 2.2226  -0.93
H 1.2071 1.1940 2.3893  0.47
H 1.8157 2.3687 1.6032  0.47

Summary:
Energy relative to the best compared isomer or geometry (same formula, charge and spin) ... 2.641 eV
E_HOMO ... -0.2929 hartree
Net charge ... 0
SMILES ... C/C=C(\C)NC.O.O
HOMO-LUMO gap ... 8.62 eV
Total energy ... -404.6580 Eh

***

3.
Formula: C4H4CsO2
Source: the Open Molecules 2025 dataset
Level of theory: ωB97M-V/def2-TZVPD

Last column: natural (NBO) charge in e.
Geometry (Å):
H 2.1970 0.5957 -0.7194  0.16
O -2.0820 1.7908 -0.3607  -0.69
C -1.8785 0.4137 -0.1540  -0.18
C -0.4647 0.0968 -0.3559  0.19
C 0.6565 -0.0163 -0.8961  -0.17
H -2.9931 2.0076 -0.1421  0.48
H -2.4711 -0.2021 -0.8534  0.24
H -2.1541 0.1003 0.8682  0.22
C 1.5977 -0.1085 0.1623  0.33
O 2.1585 -1.0851 0.6388  -0.58
Cs 5.4338 -3.5929 1.8123  1.00

Summary:
Energy relative to the best compared isomer or geometry (same formula, charge and spin) ... 4.777 eV
E_HOMO ... -0.4126 hartree
Net charge ... +1
HOMO-LUMO gap ... 7.48 eV
Total energy ... -324.9957 Eh

***

4.
Formula: C4H12
Source: the Open Molecules 2025 dataset
Level of theory: ωB97M-V/def2-TZVPD

Last column: Löwdin spin population.
Geometry (Å):
C 0.4320 -0.5637 -2.0653  0.10
C 1.0495 -1.0240 -0.8143  0.26
H -0.1176 0.3712 -1.8677  0.02
H 1.1965 -0.3236 -2.8299  0.05
H -0.3038 -1.2878 -2.3863  0.01
H 1.2965 -2.0818 -0.7951  0.01
H 0.3996 -0.8569 0.1322  0.10
H 1.8948 -0.4109 -0.4249  0.05
C -0.2971 1.3654 1.4358  0.06
C -1.2162 0.2077 1.3846  0.15
H -0.2790 1.9392 0.5093  0.00
H -0.4654 2.0558 2.2763  0.02
H 0.7643 1.0916 1.6216  0.03
H -2.0532 0.3056 2.1051  0.05
H -0.7115 -0.7451 1.7250  0.06
H -1.6677 0.0541 0.4101  0.00

Summary:
Energy relative to the best compared isomer or geometry (same formula, charge and spin) ... 0.343 eV
E_HOMO (alpha / beta) ... -0.6224 / -0.5873 hartree
Net charge ... +1
HOMO-LUMO gap (alpha / beta) ... 14.03 / 4.81 eV
Multiplicity ... 2
Total energy ... -159.1572 Eh

***

5.
Formula: C6H8
Source: the Open Molecules 2025 dataset
Level of theory: ωB97M-V/def2-TZVPD

Last column: Löwdin spin population.
Geometry (Å):
C 1.5426 0.0130 -0.1163  0.33
C 1.1151 1.1560 -0.4972  0.22
C 2.1579 -1.0786 -0.2239  0.36
C -1.6336 0.4455 -0.3227  0.14
C -1.1633 0.0039 1.1019  0.33
C -2.0364 -0.7116 0.5211  0.38
H 1.7730 1.8664 -0.9896  0.03
H 0.2839 1.4889 0.1275  0.03
H 2.8064 -1.4473 0.5740  0.03
H 1.8184 -1.8401 -0.9104  0.04
H -2.2996 1.2429 -0.5448  0.02
H -0.9712 0.2233 -1.1711  0.04
H -0.7038 0.3170 1.9756  0.03
H -2.6895 -1.6793 0.4758  0.02

Summary:
Energy relative to the best compared isomer or geometry (same formula, charge and spin) ... 6.630 eV
E_HOMO (alpha / beta) ... -0.1398 / -0.3262 hartree
Net charge ... 0
HOMO-LUMO gap (alpha / beta) ... 4.70 / 5.27 eV
Multiplicity ... 3
Total energy ... -233.0033 Eh

***

6.
Formula: C4H12
Source: the Open Molecules 2025 dataset
Level of theory: ωB97M-V/def2-TZVPD

Last column: natural (NBO) charge in e.
Geometry (Å):
C -2.1594 -0.5895 1.6863  -0.61
C -1.8748 0.2503 0.4182  -0.60
H -1.3492 -0.6855 2.3947  0.21
H -3.1376 -0.2430 2.0207  0.21
H -2.4348 -1.5940 1.3421  0.20
H -1.0671 -0.1864 -0.1690  0.20
H -1.4919 1.2510 0.6210  0.20
H -2.8021 0.3198 -0.1384  0.20
C 1.7755 0.7971 -0.6354  -0.61
C 2.2889 -0.3982 -1.3774  -0.61
H 1.5793 1.6185 -1.3383  0.20
H 0.8381 0.6083 -0.1290  0.21
H 2.4860 1.2106 0.0801  0.21
H 2.4881 -1.2230 -0.6788  0.20
H 3.2148 -0.2985 -1.9534  0.21
H 1.6462 -0.8375 -2.1435  0.21

Summary:
Energy relative to the best compared isomer or geometry (same formula, charge and spin) ... 0.356 eV
E_HOMO ... -0.4232 hartree
Net charge ... 0
SMILES ... CC.CC
HOMO-LUMO gap ... 12.62 eV
Total energy ... -159.5719 Eh